DFT (wB97M-V/def2-TZVPD) results for C27H35BiN9SSe3Te2 as an isolated structure in a non-equilibrium geometry.

Cartesian coordinates (Å):
Bi1 -0.69 -11.89 24.13
Se1 -1.93 -15.17 22.49
Te1 0.00 -15.77 23.98
Te2 1.87 -14.12 23.01
Se2 1.92 -12.27 24.75
N1 -3.99 -12.46 28.02
C1 -2.84 -12.24 28.70
C2 -1.84 -12.47 27.85
N2 -2.32 -12.82 26.57
C3 -3.65 -12.75 26.67
C4 -4.61 -12.88 25.62
N3 -5.81 -12.45 25.74
C5 -6.41 -12.79 24.53
C6 -5.49 -13.45 23.75
N4 -4.35 -13.52 24.42
H1 -4.91 -12.15 28.31
H2 -2.79 -11.76 29.66
H3 -0.82 -12.37 28.04
H4 -7.43 -12.69 24.28
H5 -5.56 -13.90 22.81
H6 -3.56 -14.06 24.06
N5 3.50 -10.58 18.50
C7 4.17 -10.86 17.34
C8 5.38 -10.48 16.87
C9 5.77 -11.00 15.66
C10 4.99 -11.87 14.98
C11 3.75 -12.26 15.48
C12 3.29 -11.71 16.65
N6 2.13 -12.00 17.39
C13 2.35 -11.36 18.53
C14 1.51 -11.38 19.72
C15 1.73 -10.45 20.76
C16 0.82 -10.48 21.79
N7 -0.11 -11.42 21.84
C17 -0.30 -12.30 20.87
C18 0.53 -12.29 19.75
H7 3.87 -10.26 19.40
H8 5.99 -9.80 17.49
H9 6.70 -10.60 15.31
H10 5.37 -12.43 14.12
H11 3.16 -12.97 14.96
H12 2.52 -9.69 20.73
H13 0.81 -9.75 22.58
H14 -1.05 -13.03 21.03
H15 0.50 -13.10 18.97
Se3 -1.00 -9.58 24.93
C19 -6.16 -7.24 26.55
C20 -4.91 -7.91 26.13
C21 -5.10 -8.90 24.98
C22 -5.28 -8.25 23.64
N8 -3.93 -7.77 23.28
C23 -3.79 -7.11 22.06
S1 -5.06 -6.69 20.99
N9 -2.52 -6.76 21.78
C24 -1.40 -7.04 22.69
C25 -1.38 -6.13 23.87
C26 -0.78 -4.69 23.62
C27 0.75 -4.61 23.93
H16 -6.03 -6.61 27.42
H17 -6.89 -8.00 26.79
H18 -6.68 -6.68 25.69
H19 -4.52 -8.51 26.94
H20 -4.05 -7.24 25.94
H21 -5.85 -9.61 25.34
H22 -4.21 -9.57 24.95
H23 -5.97 -7.46 23.59
H24 -5.71 -8.98 22.93
H25 -3.10 -8.20 23.71
H26 -2.38 -6.25 20.92
H27 -0.45 -6.94 22.23
H28 -1.38 -8.11 22.96
H29 -0.87 -6.58 24.81
H30 -2.43 -6.06 24.32
H31 -1.34 -3.88 24.02
H32 -0.85 -4.56 22.54
H33 0.91 -4.57 24.99
H34 1.12 -3.63 23.53
H35 1.28 -5.44 23.38

Properties
largest force on an atom: 4.0 eV/A
gap between HOMO and LUMO: 5.635 eV
HOMO energy: -4.3 eV
LUMO energy: 1.3004 eV
charge: -1
relative energy (zero: lowest compared OMol25 entry of this formula, charge and spin): 39.2 kJ/mol

Charges per atom according to Löwdin partitioning, unit e: 0.713, -0.363, 0.012, 0.080, -0.276, 0.103, -0.131, -0.145, 0.059, -0.245, -0.330, 0.110, -0.129, -0.127, 0.116, 0.141, 0.108, 0.083, 0.078, 0.101, -0.011, 0.154, -0.219, -0.039, -0.121, -0.101, -0.017, -0.217, 0.191, -0.259, -0.159, 0.019, -0.206, -0.172, -0.166, -0.002, 0.155, 0.123, 0.101, 0.106, 0.103, 0.117, 0.058, 0.004, 0.147, -0.108, -0.123, -0.289, -0.222, -0.235, 0.013, -0.835, 0.488, -0.005, -0.266, -0.227, -0.235, -0.112, 0.061, 0.065, 0.099, 0.098, 0.103, 0.101, 0.081, 0.067, 0.115, 0.048, 0.110, 0.103, -0.016, 0.098, 0.108, 0.084, 0.085, 0.048, 0.072, 0.081